{
  "formula": "C52H91N15O8",
  "method": "wB97M-V/def2-TZVPD",
  "spin_multiplicity": 1,
  "lumo_ev": 0.55,
  "fmax_ha_per_bohr": 0.087,
  "orbital_gap_ev": 8.55,
  "energy_ev": -94128.1763,
  "total_charge": 0,
  "elements": ["C", "O", "N", "C", "C", "H", "H", "H", "H", "H", "H", "H", "C", "O", "N", "C", "C", "H", "H", "H", "H", "H", "H", "H", "C", "O", "N", "C", "C", "H", "H", "H", "H", "H", "H", "H", "C", "O", "N", "C", "C", "H", "H", "H", "H", "H", "H", "H", "C", "O", "N", "C", "C", "H", "H", "H", "H", "H", "H", "H", "C", "O", "N", "C", "C", "H", "H", "H", "H", "H", "H", "H", "C", "O", "N", "C", "C", "H", "H", "H", "H", "H", "H", "H", "C", "O", "N", "C", "C", "H", "H", "H", "H", "H", "H", "H", "N", "C", "C", "C", "C", "H", "H", "H", "H", "H", "N", "C", "C", "C", "C", "H", "H", "H", "H", "H", "N", "C", "C", "C", "C", "H", "H", "H", "H", "H", "N", "C", "C", "C", "C", "H", "H", "H", "H", "H", "N", "C", "C", "C", "C", "H", "H", "H", "H", "H", "N", "C", "C", "C", "C", "H", "H", "H", "H", "H", "N", "C", "C", "C", "C", "H", "H", "H", "H", "H"],
  "positions_angstrom": [[11.581, 19.633, 19.137], [11.558, 19.212, 17.956], [11.659, 18.801, 20.184], [11.610, 19.405, 21.498], [11.212, 17.431, 20.065], [11.631, 20.690, 19.405], [10.587, 19.370, 21.848], [11.977, 20.424, 21.490], [12.232, 18.826, 22.171], [10.092, 17.309, 19.941], [11.696, 16.833, 19.332], [11.510, 16.982, 20.962], [13.985, 18.082, 11.760], [13.932, 19.248, 12.113], [14.895, 17.578, 10.884], [14.908, 16.133, 10.583], [15.890, 18.501, 10.289], [13.272, 17.321, 12.159], [15.857, 15.685, 10.747], [14.543, 15.932, 9.599], [14.154, 15.574, 11.251], [16.856, 18.251, 10.710], [15.965, 18.300, 9.196], [15.719, 19.546, 10.535], [20.363, 18.277, 21.428], [20.935, 18.301, 20.407], [18.994, 18.128, 21.603], [18.430, 17.575, 22.818], [18.189, 18.033, 20.366], [20.850, 18.374, 22.421], [17.849, 16.615, 22.673], [17.842, 18.301, 23.352], [19.200, 17.371, 23.536], [18.749, 17.549, 19.538], [17.245, 17.448, 20.592], [17.905, 19.058, 20.027], [9.867, 15.105, 21.470], [8.894, 15.474, 22.101], [11.050, 14.880, 22.060], [12.197, 14.637, 21.213], [11.193, 14.993, 23.521], [9.884, 14.855, 20.407], [12.964, 15.412, 21.180], [11.885, 14.366, 20.269], [12.791, 13.739, 21.593], [10.165, 15.077, 23.971], [11.770, 14.128, 23.857], [11.865, 15.819, 23.810], [16.047, 21.295, 19.670], [14.859, 20.997, 19.788], [16.762, 21.371, 18.486], [16.049, 21.252, 17.286], [18.190, 21.685, 18.543], [16.746, 21.383, 20.544], [16.150, 22.175, 16.643], [15.033, 21.057, 17.445], [16.448, 20.355, 16.711], [18.834, 20.796, 18.334], [18.523, 22.495, 17.864], [18.404, 21.881, 19.598], [9.308, 14.552, 14.951], [10.533, 14.696, 14.833], [8.341, 15.343, 14.482], [6.950, 15.056, 14.734], [8.498, 16.616, 13.843], [8.957, 13.768, 15.642], [6.913, 14.157, 15.347], [6.488, 14.833, 13.742], [6.401, 15.955, 15.157], [7.680, 16.792, 13.152], [8.560, 17.471, 14.593], [9.434, 16.731, 13.397], [13.527, 15.619, 17.047], [13.528, 14.743, 17.877], [14.036, 16.902, 17.190], [13.777, 17.850, 16.168], [14.570, 17.370, 18.468], [13.017, 15.399, 16.108], [13.127, 18.589, 16.532], [13.272, 17.396, 15.384], [14.702, 18.321, 15.805], [15.608, 17.607, 18.257], [14.013, 18.317, 18.708], [14.490, 16.562, 19.168], [7.391, 11.377, 17.422], [7.780, 12.353, 16.858], [7.885, 10.127, 17.190], [7.551, 8.956, 18.049], [9.107, 9.994, 16.363], [6.516, 11.426, 18.110], [8.330, 8.657, 18.773], [7.362, 8.101, 17.444], [6.682, 9.203, 18.608], [9.889, 10.693, 16.625], [9.464, 8.982, 16.498], [8.919, 10.229, 15.329], [13.975, 12.145, 12.006], [14.667, 11.050, 12.507], [13.948, 9.929, 12.424], [12.712, 10.334, 11.788], [12.751, 11.681, 11.584], [14.396, 12.977, 11.748], [15.651, 11.315, 12.874], [14.285, 8.983, 12.725], [11.888, 9.692, 11.469], [12.065, 12.337, 11.096], [6.883, 15.916, 18.761], [8.055, 15.164, 18.504], [8.924, 15.997, 17.906], [8.373, 17.306, 17.902], [7.150, 17.181, 18.437], [6.072, 15.598, 19.325], [8.148, 14.070, 18.569], [9.917, 15.791, 17.528], [8.810, 18.160, 17.464], [6.395, 17.912, 18.494], [12.509, 11.952, 17.189], [12.663, 10.997, 18.100], [12.741, 9.777, 17.436], [12.588, 10.049, 16.062], [12.489, 11.431, 15.968], [12.596, 12.926, 17.428], [12.641, 11.266, 19.148], [12.752, 8.832, 17.940], [12.542, 9.355, 15.235], [12.576, 12.111, 15.092], [16.151, 12.824, 14.709], [16.940, 13.333, 13.701], [16.488, 14.582, 13.436], [15.369, 14.833, 14.251], [15.174, 13.716, 15.027], [16.306, 11.914, 15.104], [17.861, 12.903, 13.329], [16.832, 15.276, 12.666], [14.729, 15.735, 14.279], [14.433, 13.455, 15.833], [15.739, 10.095, 16.424], [16.718, 10.821, 17.070], [17.881, 10.461, 16.495], [17.600, 9.617, 15.393], [16.259, 9.370, 15.421], [14.725, 10.161, 16.533], [16.517, 11.617, 17.762], [18.782, 10.821, 16.961], [18.347, 9.236, 14.756], [15.697, 8.593, 14.980], [16.216, 14.092, 18.870], [16.436, 13.836, 20.187], [17.803, 13.857, 20.520], [18.429, 14.164, 19.260], [17.422, 14.260, 18.355], [15.269, 14.253, 18.453], [15.539, 13.802, 20.822], [18.181, 13.843, 21.529], [19.463, 14.381, 18.955], [17.518, 14.564, 17.306], [14.885, 18.749, 22.228], [14.748, 17.468, 22.689], [14.791, 17.436, 24.086], [14.969, 18.818, 24.463], [14.950, 19.561, 23.320], [14.989, 19.205, 21.271], [14.714, 16.701, 21.959], [14.850, 16.566, 24.648], [14.931, 19.318, 25.412], [14.917, 20.674, 23.179]]
}

***

{
  "formula": "C31H47BrF3N3O5S2",
  "method": "wB97M-V/def2-TZVPD",
  "spin_multiplicity": 1,
  "lumo_ev": -0.24,
  "fmax_ha_per_bohr": 0.103,
  "orbital_gap_ev": 8.22,
  "energy_ev": -147472.7512,
  "total_charge": 0,
  "elements": ["C", "C", "F", "C", "C", "C", "C", "C", "C", "S", "C", "C", "C", "O", "F", "N", "C", "C", "C", "N", "O", "C", "C", "C", "C", "Br", "C", "C", "C", "N", "C", "F", "S", "H", "H", "H", "H", "H", "H", "H", "H", "H", "H", "H", "H", "H", "H", "H", "H", "H", "H", "H", "H", "H", "H", "H", "C", "C", "C", "O", "H", "H", "H", "H", "H", "H", "H", "H", "C", "C", "C", "O", "H", "H", "H", "H", "H", "H", "H", "H", "C", "C", "C", "O", "H", "H", "H", "H", "H", "H", "H", "H"],
  "positions_angstrom": [[-6.869, 1.333, 2.046], [-6.763, 2.167, 0.682], [-5.407, 2.725, 0.651], [-6.969, 1.253, -0.658], [-5.499, 0.667, -1.001], [-4.987, -0.460, -0.026], [-3.567, -1.006, -0.292], [-2.630, -0.511, -1.466], [-3.205, 0.571, -2.407], [-2.181, 1.176, -3.855], [-4.633, 1.174, -2.178], [-5.127, 2.296, -3.201], [-4.306, 3.683, -3.069], [-3.549, 3.974, -2.136], [-4.461, 4.596, -4.166], [-1.248, -1.042, -1.680], [-1.285, -2.436, -2.237], [-0.749, -2.569, -3.742], [0.661, -1.862, -4.016], [0.767, -0.467, -4.444], [1.709, -2.560, -3.896], [-0.479, -1.010, -0.394], [-1.045, -1.612, 0.953], [-0.276, -1.613, 2.292], [1.141, -0.984, 2.387], [2.030, -1.058, 4.154], [1.731, -0.347, 1.089], [3.162, 0.376, 1.076], [4.382, -0.502, 1.649], [4.212, -1.967, 1.406], [0.947, -0.379, -0.277], [1.526, 0.200, -1.460], [-2.776, -2.307, 0.798], [-7.500, 1.880, 2.839], [-7.286, 0.274, 1.836], [-5.844, 1.149, 2.551], [-7.477, 3.053, 0.726], [-7.328, 1.982, -1.461], [-7.720, 0.442, -0.381], [-5.620, -0.858, 0.835], [-3.059, 0.951, -4.933], [-4.868, 1.900, -4.257], [-6.260, 2.465, -3.208], [-2.398, -2.756, -2.235], [-0.753, -3.209, -1.572], [-1.523, -2.147, -4.468], [-0.611, -3.679, -4.034], [1.767, -0.250, -4.589], [0.445, 0.163, -3.684], [-0.765, -2.060, 3.217], [3.061, 1.317, 1.743], [3.391, 0.762, 0.025], [4.460, -0.275, 2.779], [5.408, -0.187, 1.214], [5.161, -2.381, 1.489], [3.666, -2.397, 2.168], [-5.782, 7.144, 0.709], [-6.977, 6.602, 1.477], [-6.638, 6.380, 2.943], [-7.394, 5.369, 0.895], [-4.945, 6.439, 0.739], [-6.036, 7.288, -0.345], [-5.448, 8.100, 1.121], [-7.814, 7.300, 1.395], [-5.831, 5.648, 3.051], [-7.502, 5.980, 3.480], [-6.329, 7.313, 3.422], [-6.658, 4.744, 0.963], [7.009, -3.037, -2.537], [6.903, -1.915, -1.517], [7.491, -0.620, -2.055], [7.593, -2.290, -0.325], [8.056, -3.241, -2.786], [6.593, -3.964, -2.133], [6.475, -2.787, -3.457], [5.854, -1.759, -1.250], [8.554, -0.740, -2.287], [7.418, 0.175, -1.307], [6.971, -0.296, -2.961], [8.523, -2.430, -0.551], [6.792, -5.023, 2.619], [7.430, -3.925, 3.456], [8.091, -4.492, 4.702], [6.433, -2.978, 3.836], [6.012, -5.542, 3.186], [6.311, -4.600, 1.733], [7.535, -5.757, 2.298], [8.173, -3.391, 2.856], [7.356, -4.992, 5.341], [8.536, -3.691, 5.299], [8.873, -5.210, 4.443], [5.772, -3.441, 4.367]]
}

***

no.,highest occupied orbital energy (eV)
1,-8.0
2,-8.5